51
Properties=species:S:1:pos:R:3 method="wB97M-V/def2-TZVPD" orbital_gap_ha=0.331 energy_ha=-2466.45757 e_above_lowest_kcal_mol=7.31
C -6.567 -3.087 -0.908
H -7.081 -2.131 -0.971
H -6.325 -3.421 -1.915
H -7.236 -3.812 -0.454
C -5.307 -2.943 -0.060
N -4.382 -1.982 -0.637
C -4.410 -0.720 -0.192
O -5.184 -0.329 0.674
C -3.451 0.292 -0.769
H -2.418 -0.032 -0.850
H -3.794 0.675 -1.730
S -3.635 1.685 0.446
O -2.701 2.727 -0.015
C -2.700 0.869 1.835
C -1.378 0.343 1.348
O -1.116 -0.845 1.330
N -0.562 1.337 0.905
C 0.727 1.225 0.404
C 1.468 0.056 0.462
C 2.777 -0.041 -0.022
C 3.343 1.100 -0.595
C 2.618 2.285 -0.648
C 1.334 2.360 -0.156
Cl 0.471 3.859 -0.240
H 3.073 3.158 -1.088
Cl 4.928 1.160 -1.306
O 3.309 -1.278 0.121
C 4.701 -1.518 0.025
C 4.938 -2.911 0.630
O 6.219 -3.421 0.374
C 7.259 -2.784 1.079
H 8.151 -3.383 0.910
H 7.043 -2.748 2.153
H 7.437 -1.766 0.716
H 4.240 -3.612 0.166
H 4.738 -2.876 1.711
H 5.032 -1.527 -1.020
H 5.260 -0.757 0.579
H 1.035 -0.833 0.891
H -1.019 2.236 0.713
H -3.323 0.073 2.229
H -2.570 1.657 2.575
C -3.434 -2.475 -1.615
C -2.183 -3.054 -0.956
H -1.729 -2.336 -0.278
H -1.457 -3.326 -1.717
H -2.429 -3.944 -0.383
H -3.163 -1.665 -2.295
H -3.934 -3.249 -2.204
H -4.796 -3.902 0.037
H -5.578 -2.580 0.934


11
Properties=species:S:1:pos:R:3 method="wB97M-V/def2-TZVPD" smiles="C=C=COC" orbital_gap_ha=0.343 energy_ha=-231.05195 e_above_lowest_kcal_mol=107.79
C 1.042 -1.225 0.833
C 1.923 -0.525 0.085
C 1.297 0.435 -0.547
O -0.143 0.311 0.013
C -1.475 0.642 -0.327
H 0.842 -0.989 1.877
H 0.508 -2.084 0.429
H 1.578 1.248 -1.220
H -1.979 -0.129 -0.934
H -1.550 1.605 -0.829
H -2.042 0.712 0.620


77
Properties=species:S:1:pos:R:3 method="wB97M-V/def2-TZVPD" orbital_gap_ha=0.261 energy_ha=-2137.91397 e_above_lowest_kcal_mol=18.60
In 0.027 -0.450 1.053
O -3.932 1.114 2.369
C -3.448 1.984 3.271
C -4.425 2.856 3.830
C -4.032 3.861 4.670
C -2.668 3.975 5.088
C -1.703 3.097 4.586
C -2.143 2.075 3.742
C -1.159 1.020 3.242
O -1.549 0.064 2.493
N 0.098 1.203 3.642
N 0.958 0.435 2.964
C 2.225 0.560 3.162
C 3.167 -0.184 2.363
C 4.487 -0.202 2.703
C 5.367 -1.043 2.050
C 4.889 -1.780 0.944
C 3.488 -1.821 0.725
N 2.643 -1.054 1.406
H -3.169 0.568 2.183
H -5.453 2.600 3.741
H -4.783 4.508 5.077
H -2.425 4.709 5.909
H -0.602 3.178 4.782
H 2.608 1.327 3.924
H 4.872 0.442 3.500
H 6.381 -1.150 2.452
H 5.531 -2.388 0.340
H 2.983 -2.431 -0.022
C 0.732 -0.654 -4.419
C -0.160 -1.249 -3.343
C -1.490 -1.572 -3.692
C -2.351 -2.075 -2.755
C -3.753 -2.511 -3.139
C -1.884 -2.223 -1.433
C -0.508 -2.092 -1.142
C 0.357 -1.554 -2.124
N -0.102 -2.282 0.191
C -0.080 -3.637 0.879
C 1.027 -4.527 0.360
C -1.413 -4.355 0.671
C 0.197 -3.300 2.398
H 0.296 -0.814 -5.450
H 1.759 -1.102 -4.295
H 0.854 0.418 -4.277
H -1.865 -1.423 -4.713
H -3.763 -3.464 -3.692
H -4.284 -1.776 -3.739
H -4.431 -2.709 -2.299
H -2.629 -2.463 -0.710
H 1.354 -1.289 -1.757
H 0.995 -4.663 -0.696
H 0.862 -5.547 0.748
H 2.024 -4.123 0.628
H -1.579 -4.442 -0.393
H -2.248 -3.694 1.022
H -1.336 -5.284 1.215
H 1.139 -2.667 2.463
H 0.503 -4.244 2.987
H -0.708 -2.852 2.831
O 1.245 1.002 0.011
C 0.202 1.440 -0.575
O -0.933 1.033 -0.260
C 0.384 2.348 -1.748
C -0.702 2.517 -2.623
C -0.546 3.315 -3.819
C 0.623 4.017 -3.931
O 0.978 4.927 -4.880
C 2.263 5.368 -4.521
O 2.758 4.533 -3.463
C 1.714 3.764 -3.062
C 1.616 2.951 -1.992
H -1.610 1.998 -2.395
H -1.340 3.392 -4.557
H 2.240 6.411 -4.146
H 2.950 5.207 -5.317
H 2.412 2.872 -1.237


57
Properties=species:S:1:pos:R:3 method="wB97M-V/def2-TZVPD" smiles="O=C(CSCc1cccc(Cl)c1)N/N=C/c1ccc(OCC(=O)N2CCCCC2)cc1" orbital_gap_ha=0.314 energy_ha=-2140.41708
O -2.335 -1.993 -4.869
C -1.204 -1.986 -5.285
C -0.882 -1.950 -6.773
S 0.398 -0.728 -7.199
C -0.460 0.828 -6.747
C -0.586 1.003 -5.268
C -1.827 0.974 -4.646
C -1.922 1.102 -3.272
C -0.787 1.267 -2.500
C 0.448 1.301 -3.126
Cl 1.878 1.500 -2.172
C 0.560 1.171 -4.497
N -0.084 -2.017 -4.512
N -0.139 -1.898 -3.176
C 0.947 -1.804 -2.522
C 0.947 -1.587 -1.096
C -0.255 -1.435 -0.394
C -0.244 -1.165 0.952
C 0.966 -1.041 1.643
O 0.860 -0.749 2.966
C 2.039 -0.585 3.726
C 1.670 -0.281 5.184
O 2.097 -0.989 6.076
N 0.915 0.807 5.414
C 0.324 1.685 4.430
C -1.189 1.469 4.384
C -1.787 1.713 5.767
C -1.094 0.824 6.797
C 0.417 1.051 6.754
C 2.165 -1.203 0.955
C 2.148 -1.473 -0.400
H -1.790 -1.733 -7.336
H -0.482 -2.913 -7.096
H -1.433 0.815 -7.239
H 0.162 1.607 -7.188
H -2.721 0.835 -5.234
H -2.890 1.063 -2.798
H -0.852 1.356 -1.427
H 1.531 1.187 -4.970
H 0.828 -1.985 -4.979
H 1.924 -1.844 -3.023
H -1.180 -1.528 -0.939
H -1.162 -1.040 1.504
H 2.628 -1.510 3.738
H 2.660 0.229 3.326
H 0.759 1.518 3.448
H 0.537 2.718 4.733
H -1.632 2.144 3.650
H -1.384 0.442 4.070
H -2.859 1.507 5.754
H -1.651 2.762 6.041
H -1.466 1.038 7.799
H -1.298 -0.224 6.572
H 0.935 0.369 7.431
H 0.653 2.084 7.033
H 3.113 -1.119 1.463
H 3.085 -1.587 -0.926


Quick rundown of LUMO level, same order as above: 0.65, 0.57, -0.74, 0.43 eV
Quick rundown of HOMO energy, same order as above: -8.366, -8.751, -7.838, -8.104 eV